Molecular formula: C2I3O2
Method: DFT, the ωB97M-V functional and the def2-TZVPD basis

LUMO (alpha / beta) (eV): 2.92 / 2.92
ΔE to the lowest compared entry with this formula, charge and spin (kJ/mol): 51.9
Frontier orbital gap (alpha / beta) (hartree): 0.2421 / 0.2421
Charge: -1

Element x y z (Å)
I 2.069 0.405 1.095
O -0.211 -2.495 -1.705
O -1.462 -2.185 0.191
I -1.226 1.333 1.277
I 1.196 3.764 -0.068
C 0.507 1.549 -0.017
C -0.873 -2.371 -0.773

Cartesian forces (eV/Å) of the 2 atoms listed first:
0.2 0.1 -0.1
0.4 -0.5 -1.2

***

Molecular formula: C23H23F5PS5Y
Method: DFT, the ωB97M-V functional and the def2-TZVPD basis

LUMO (eV): -1.89
Frontier orbital gap (hartree): 0.1763

Element x y z (Å)
C 6.605 -15.324 4.194
Y 4.379 -18.293 4.189
S 6.388 -22.681 2.345
P 1.620 -17.050 4.547
F 8.209 -13.716 3.404
C 0.597 -18.869 6.400
C -0.118 -15.572 2.718
C 0.455 -14.770 5.909
C 6.924 -15.109 1.861
C 2.818 -14.622 5.156
C 2.175 -16.095 1.972
C -1.679 -18.907 7.132
H -1.449 -17.332 4.118
C 0.505 -17.921 2.155
H 3.108 -16.800 6.843
H 2.505 -15.389 7.667
C 5.116 -23.904 2.335
C 0.984 -16.583 2.769
F 7.061 -15.184 5.433
H -0.605 -18.045 2.182
C -0.382 -19.292 7.304
F 7.573 -14.709 0.771
H 3.624 -14.268 5.856
C 7.202 -14.641 3.143
C -2.068 -18.360 5.929
C 4.065 -21.578 3.200
H -0.058 -19.999 8.114
H 2.650 -15.188 2.406
H 1.015 -18.748 2.727
C 5.456 -21.332 3.051
H -0.952 -15.803 3.396
H 0.464 -14.319 6.916
H 0.416 -13.979 5.135
S 3.549 -23.245 2.761
H 2.458 -13.655 4.778
S 6.398 -19.929 3.431
H 3.293 -15.035 4.285
F 5.445 -16.962 5.515
H -0.440 -15.350 5.835
C 5.588 -16.168 3.949
H -2.466 -19.131 7.849
H -0.566 -15.658 1.718
C 0.253 -18.022 5.303
C 5.930 -16.085 1.673
H 1.395 -16.775 7.548
H 3.021 -16.821 1.923
H 1.605 -19.214 6.558
C 1.739 -15.560 5.691
S 2.858 -20.533 3.839
F 5.697 -16.425 0.396
H 0.839 -17.920 1.123
S 5.412 -25.434 1.848
H 1.909 -15.817 0.951
C 5.283 -16.744 2.728
C -1.121 -17.856 5.043
H 0.189 -14.491 2.943
C 2.193 -16.198 7.016
H -3.107 -18.316 5.663

Cartesian forces (eV/Å) of the 2 atoms listed first:
1.2 1.5 1.7
-1.2 -3.3 -0.2

***

Molecular formula: C30H43F15O17S
Method: DFT, the ωB97M-V functional and the def2-TZVPD basis

SMILES string: COCCC[C@]1(CCOC(C)=O)COS(=O)(=O)O1.CCOC(=O)C(F)(F)F.CCOC(=O)C(F)(F)F.CCOC(=O)C(F)(F)F.CCOC(=O)C(F)(F)F.CCOC(=O)C(F)(F)F
LUMO (eV): 0.13
ΔE to the lowest compared entry with this formula, charge and spin (kJ/mol): 44.9
Frontier orbital gap (hartree): 0.3526

Element x y z (Å)
H -2.760 -2.643 1.586
F 4.783 -5.485 3.345
C 6.736 3.870 1.016
C 5.246 -0.909 2.413
C 0.095 2.477 1.249
H -0.178 1.141 2.934
H -3.875 0.577 1.997
H 1.666 1.102 1.893
H 9.391 1.000 -0.638
S -1.605 3.863 0.142
C 0.546 0.434 -5.471
H -4.866 -0.623 -6.347
O -2.954 -1.042 2.830
C -8.356 -2.657 2.189
F -6.545 0.052 -0.413
F -7.250 -1.758 -1.346
H -1.206 -0.185 1.283
H 10.718 1.955 0.009
C 9.327 1.278 1.504
H 5.195 2.045 -1.990
C 10.077 1.095 0.203
F 7.584 4.870 0.782
C 0.332 3.902 1.685
H 0.638 -1.221 -4.091
C 5.017 -0.863 0.921
H 1.024 0.834 0.291
H 4.830 -0.019 2.885
H 0.607 4.081 2.715
C 7.425 2.502 0.881
O 3.483 1.359 -0.067
H -9.256 -3.249 2.018
H 5.309 0.309 -1.751
O -4.171 -0.765 -2.408
H -6.298 0.859 -4.967
H -2.189 1.114 0.649
F 1.004 -3.157 -8.469
O -7.276 -2.414 5.170
H -0.538 0.426 -5.583
O -2.912 3.386 0.445
H 0.874 1.470 -5.524
H 2.252 3.026 -0.410
C -5.359 -0.677 -2.332
H -6.150 -1.567 -5.569
H 3.046 2.873 1.179
C -6.151 -1.047 -1.069
O -1.537 4.759 -0.957
H -7.768 -0.877 3.271
F 5.724 3.974 0.159
H 10.022 1.351 2.337
C 1.326 1.608 0.994
O 1.161 -0.223 -6.602
C 0.598 -1.352 -6.996
C 3.370 1.111 -1.402
C -2.932 0.331 2.495
O -1.015 4.455 1.517
O 2.304 0.894 -1.952
C 1.345 -1.898 -8.225
H 4.495 0.901 -3.194
F 3.064 -4.185 3.349
H -4.511 -1.626 -4.936
H 10.694 0.198 0.247
C 2.521 2.339 0.389
H 3.953 -0.861 0.702
F -5.408 -1.767 -0.232
C 0.980 -0.187 -4.162
H -1.389 2.379 2.847
C -0.801 1.693 2.236
C -1.766 0.708 1.560
C -8.662 -1.465 3.068
O -6.184 -0.226 -3.261
F 2.670 -1.853 -8.052
F -8.539 -3.374 7.356
C -5.571 0.204 -4.494
F -9.651 -1.537 7.133
C -3.475 -1.840 1.774
O 8.583 2.516 1.511
H 5.446 -1.739 0.430
O -0.363 -1.879 -6.520
F 1.048 -1.169 -9.308
O 4.568 -2.025 3.023
C 5.182 -3.194 2.931
H 8.659 0.441 1.705
H 0.914 4.409 0.916
C 4.676 1.103 -2.146
F 6.248 4.019 2.254
H -7.964 -2.327 1.228
H 6.308 -0.941 2.657
F -10.367 -3.359 6.213
H -4.407 -2.301 2.100
C -9.268 -2.658 6.510
O -0.507 2.703 -0.054
H -9.380 -0.809 2.580
H -2.905 0.931 3.403
O 6.931 1.575 0.309
H -3.592 -1.286 0.853
H -7.622 -3.313 2.655
C 4.359 -4.269 3.661
O -9.281 -1.868 4.305
H 5.468 0.026 0.498
H 2.061 -0.194 -4.086
H 0.569 0.369 -3.330
C -5.254 -0.972 -5.391
C -8.463 -2.314 5.246
O 6.231 -3.408 2.402
H -4.683 0.798 -4.279
F 4.476 -4.116 4.986

Cartesian forces (eV/Å) of the 2 atoms listed first:
0.0 -0.1 -0.1
0.1 -0.1 -0.1

***

Molecular formula: C50H34N4W
Method: DFT, the ωB97M-V functional and the def2-TZVPD basis

LUMO (alpha / beta) (eV): -14.20 / -14.20
Frontier orbital gap (alpha / beta) (hartree): 0.1498 / 0.1498
Charge: +4

Element x y z (Å)
H -3.014 4.833 6.678
H -1.074 1.327 5.180
C -2.043 3.015 6.060
C 0.850 -3.771 -2.926
C 7.141 0.259 2.215
C -1.777 2.809 -4.187
H 2.835 -4.226 -0.826
C -4.510 3.316 -4.292
C 5.314 -0.121 0.697
H -0.712 2.653 -4.118
C -1.234 0.334 -2.525
N -1.494 1.191 0.229
H -0.030 -3.935 1.267
H 4.242 -0.053 3.927
H -1.627 0.258 -4.712
C 2.994 -0.240 1.467
C 0.087 1.448 2.646
H -5.578 3.464 -4.373
C -1.552 2.282 5.004
C -0.077 -5.367 -4.503
H -1.608 4.116 -5.858
C 0.647 -2.668 -2.006
C -0.602 -1.423 -3.766
N 1.400 -1.312 -0.090
H -1.616 -3.528 -0.616
H -4.057 4.504 -6.032
C -2.625 2.251 -3.204
H -3.335 -1.727 -0.429
C -2.038 1.431 -2.158
W -0.510 -0.656 0.472
C -2.670 4.244 5.841
C 4.400 -0.109 1.775
C -0.529 -2.071 2.275
C -2.344 3.984 3.475
H -1.949 2.634 7.066
H -3.235 5.700 4.373
C 1.207 -5.802 -4.835
C 6.654 0.096 0.919
C -1.503 -2.783 0.170
C -4.005 2.522 -3.287
C -1.683 -1.191 2.505
H -1.840 -0.789 3.506
H -2.351 4.409 2.484
C -1.245 1.919 2.580
C -0.634 -3.030 1.232
H 8.199 0.386 2.387
H -3.650 -0.636 1.793
H -0.412 -2.103 -4.570
H 3.248 1.864 3.407
H -1.258 -4.086 -3.284
N 0.663 0.560 1.755
C -2.505 -1.714 0.278
C -2.805 4.725 4.541
C -2.284 3.644 -5.158
H -4.101 2.977 -0.813
C 2.607 -3.226 -0.517
H -0.933 -5.822 -4.978
C -3.657 3.893 -5.235
H 7.323 0.157 0.076
C -0.215 -1.618 -2.420
C 1.072 2.045 3.470
H 3.306 -5.556 -4.475
C 4.905 0.055 3.081
C -1.986 1.787 1.390
C -3.337 2.473 -0.258
C 2.311 -5.236 -4.198
C 2.140 -4.225 -3.279
H 4.307 -2.675 0.765
C 2.027 0.601 2.045
C 2.282 1.554 3.062
H 0.906 2.799 4.213
C -2.296 1.680 -0.791
C -3.189 2.480 1.103
C -1.729 2.732 3.678
H 3.003 -3.696 -2.907
C -0.256 -4.370 -3.571
C 1.456 -2.475 -0.868
H 4.945 -0.193 -0.315
C -2.709 -1.137 1.566
C 6.254 0.224 3.291
C -1.212 -0.202 -3.839
H -3.862 2.915 1.814
H 6.636 0.291 4.298
C 3.355 -2.442 0.328
C 2.606 -1.267 0.572
N -0.606 -0.541 -1.642
H 0.121 -2.286 3.123
H -4.688 2.017 -2.621
H 1.352 -6.554 -5.597

Cartesian forces (eV/Å) of the 2 atoms listed first:
-0.1 0.0 0.1
0.0 -0.1 0.1

***

Molecular formula: C5H13N3
Method: DFT, the ωB97M-V functional and the def2-TZVPD basis

SMILES string: [H]/N=C(\N)NCCCC
LUMO (eV): 0.89
ΔE to the lowest compared entry with this formula, charge and spin (kJ/mol): 28.7
Frontier orbital gap (hartree): 0.3381

Element x y z (Å)
C -0.580 0.062 0.570
H 1.489 -0.076 -0.027
H 2.923 -2.018 2.279
H -0.997 -1.096 -1.263
H -1.029 0.736 -2.813
H -0.462 -2.341 1.780
H 0.056 2.658 -0.694
H -0.522 1.102 0.898
C -0.499 2.386 -1.590
H 0.002 2.875 -2.423
C -0.544 0.853 -1.846
N 0.447 -2.170 2.173
H -1.540 2.706 -1.540
C -1.167 -0.104 -0.822
H -2.259 -0.120 -0.865
N 2.586 -1.297 1.665
N 0.791 -0.449 0.606
H 0.669 -2.462 3.103
H 0.491 0.551 -2.023
C 1.312 -1.299 1.535
H -1.167 -0.497 1.296

Cartesian forces (eV/Å) of the 2 atoms listed first:
0.7 -0.6 -0.2
-0.3 0.1 0.4

***

Molecular formula: C3H9NO2S
Method: DFT, the ωB97M-V functional and the def2-TZVPD basis

LUMO (eV): 6.04
ΔE to the lowest compared entry with this formula, charge and spin (kJ/mol): 33.5
Frontier orbital gap (hartree): 0.2136
Charge: -2

Element x y z (Å)
H 0.346 -1.394 -0.823
H -0.417 1.049 -0.856
O 2.471 -0.787 -0.625
C -0.907 0.134 -0.552
C -1.974 0.453 0.494
H 3.515 -1.256 0.358
H -1.424 -0.368 -1.377
C 1.521 -0.177 0.142
H 4.200 -1.101 1.781
S -3.371 1.435 -0.175
H 1.708 -0.056 1.232
O 4.306 -1.606 0.963
H 1.442 0.885 -0.221
N 0.173 -0.773 -0.042
H -1.487 1.076 1.262
H -2.273 -0.439 1.043

Cartesian forces (eV/Å) of the 2 atoms listed first:
0.2 -0.3 0.2
-0.2 0.5 -0.5

***

Molecular formula: C27H65N11O24S2
Method: DFT, the ωB97M-V functional and the def2-TZVPD basis

LUMO (eV): -0.69
Frontier orbital gap (hartree): 0.3029

Element x y z (Å)
H 0.208 3.396 1.881
H 4.652 4.373 -0.519
O 2.948 2.048 1.120
C -2.790 -1.183 -4.360
H -2.320 1.516 -5.423
H -0.082 -3.917 -2.776
O -2.201 3.408 1.349
O -4.496 -1.823 0.979
N 1.443 -3.471 -4.174
H 2.749 1.718 3.925
O 5.940 -5.082 -0.192
O -0.563 0.929 -3.887
H -3.702 3.108 -3.324
H -0.417 -1.859 4.820
H -2.786 3.172 -5.758
H -1.074 -1.032 -1.876
H -3.140 0.831 4.511
C -1.475 1.164 6.959
H 0.044 -3.306 4.142
H -5.597 0.035 -2.540
O -0.135 -1.674 1.501
O -3.313 -2.656 2.816
N -1.521 1.554 5.662
C 0.034 -0.535 1.077
H 4.531 1.357 3.716
C 4.454 5.087 -1.323
H 3.849 -2.175 0.924
O 1.582 -4.675 -0.916
H 0.170 0.347 1.711
H -0.754 1.603 -1.149
H -1.458 4.803 -5.081
H 4.541 -1.758 -2.003
N 3.413 1.302 1.960
H 3.564 -3.236 -2.541
C 0.329 -4.332 -3.691
O 2.275 5.405 -2.318
H -4.027 -3.422 -0.283
N -0.796 2.877 -5.043
C -1.959 2.464 -5.816
N -3.389 -2.471 -3.990
H -1.897 -1.441 -4.919
C 3.081 5.769 -1.181
H 0.056 4.476 -6.075
S -4.054 -1.266 2.468
H 0.596 2.530 -3.540
C -2.774 1.760 4.941
H -3.905 3.458 -1.572
C 3.643 1.837 3.316
H 0.909 -4.398 1.961
H 5.028 -3.273 1.417
H -3.526 -0.695 -4.994
C -5.279 1.046 -2.860
H -4.755 0.091 -0.501
N 1.385 -5.202 0.159
H -2.449 1.325 7.445
C 0.078 1.166 -0.605
H -2.668 -2.448 0.261
C -0.242 2.090 -4.103
H -4.471 -4.188 2.033
O -2.634 -3.335 -3.561
H -0.322 2.219 4.114
O -4.599 -2.591 -4.009
C 3.908 -2.605 -1.728
H 0.280 5.182 2.071
H 0.181 -3.170 5.861
O 3.678 0.136 1.790
C -0.385 1.351 4.771
C 0.341 -4.624 1.067
H -0.425 -5.385 1.186
H 0.676 -1.092 -2.002
C -0.100 4.355 1.482
N 1.701 -2.150 4.771
O 2.749 4.010 -4.365
C -3.527 -3.665 1.853
O 2.446 -4.009 -4.555
H 0.527 1.293 5.365
H 2.583 5.507 -0.251
H -2.712 -4.380 1.943
O -5.663 1.570 -3.884
O 2.012 -6.135 0.618
O 1.191 -2.290 -4.236
C -0.157 -1.184 -1.302
O 1.901 -1.158 6.819
O -5.246 -1.059 3.237
H 5.554 -1.882 0.467
H -0.452 -4.126 -4.422
N -4.333 1.523 -2.012
H 3.398 -2.122 3.549
C 4.772 -2.639 0.568
H 4.878 -4.899 -1.924
O -0.487 0.787 7.536
C -3.579 2.719 -2.323
H -1.658 2.366 -6.860
H 3.862 2.904 3.333
H 0.369 1.719 0.283
H 2.974 -2.194 -1.324
C -4.064 0.890 -0.755
H 5.310 5.758 -1.335
H -0.060 -3.750 0.571
C 0.361 -2.622 4.934
H -3.047 0.475 -0.727
H 0.115 4.734 -4.351
H -0.456 0.426 4.194
O -2.066 5.557 1.327
H -2.535 2.611 -2.013
H 2.581 -3.662 3.527
O -3.049 -0.228 2.436
H -2.656 2.436 4.093
H -4.090 1.610 0.071
O 4.395 4.392 -2.564
N 4.554 -3.342 -0.661
O 2.355 2.964 -2.142
C 5.184 -4.501 -0.946
C -0.491 4.301 -5.147
N -1.576 4.456 1.346
H 3.182 6.848 -1.276
C 2.362 -1.495 5.752
H 0.968 1.245 -1.236
H 3.395 -1.216 5.486
S 2.859 4.054 -2.941
N 0.012 -0.248 -0.228
H -2.663 -0.664 -3.414
H 1.981 -2.147 2.692
H 0.637 -5.367 -3.633
H 0.243 4.437 0.449
H -3.514 2.225 5.592
C 2.405 -2.586 3.601
H -0.183 -2.203 -0.918
C -3.636 -2.865 0.566

Cartesian forces (eV/Å) of the 2 atoms listed first:
-0.3 -0.1 0.1
-0.3 -0.1 0.0

***

Molecular formula: C2H8N2
Method: DFT, the ωB97M-V functional and the def2-TZVPD basis

SMILES string: NCCN
LUMO (eV): 1.06
ΔE to the lowest compared entry with this formula, charge and spin (kJ/mol): 25.0
Frontier orbital gap (hartree): 0.3835

Element x y z (Å)
C 0.311 0.313 0.506
H 0.258 -1.553 -0.646
H -0.297 1.218 0.480
H 0.259 -0.164 1.489
H 2.278 0.502 1.124
H -0.166 -0.054 -1.510
N -1.706 -0.888 -0.321
N 1.756 0.550 0.264
H 1.814 1.483 -0.120
C -0.258 -0.603 -0.564
H -2.217 -0.536 -1.120
H -2.031 -0.268 0.419

Cartesian forces (eV/Å) of the 2 atoms listed first:
1.0 -1.0 0.1
0.4 0.0 0.1